Entry 1:
A structure of composition C13H48F2InNO17S2. Source: OMol25; level of theory: ωB97M-V with the def2-TZVPD basis set.

Geometry as XYZ:
```
84
Properties=species:S:1:pos:R:3:forces:R:3
In 3.372 4.635 -1.888 -0.3 -0.2 0.2
O -1.410 7.449 -8.415 -2.0 -3.4 2.8
C -2.205 6.511 -7.700 1.0 4.4 -4.9
C -1.539 5.173 -7.171 5.0 -2.8 2.8
O -0.183 5.122 -6.841 -4.0 1.0 -1.0
H -3.009 6.221 -8.376 -0.1 -0.5 0.1
H -2.687 7.064 -6.894 0.7 -0.3 1.2
H -1.621 4.418 -7.952 -0.1 0.7 -1.6
H -2.107 4.650 -6.402 -0.6 0.9 0.7
N 0.660 1.227 0.856 -3.2 -1.8 -3.3
S 0.508 0.712 2.276 2.4 0.8 9.3
O 0.686 -0.688 2.606 -0.5 1.0 -1.1
O -0.418 1.432 3.166 1.4 -1.0 -1.9
F 1.963 1.304 2.734 -0.2 0.1 0.0
S -0.722 0.329 0.392 -2.8 -1.3 -3.1
O -1.990 0.725 0.975 1.7 -0.4 0.2
O -0.527 -1.102 0.148 0.3 2.8 0.1
F -0.933 0.985 -1.042 1.0 0.0 -0.5
C 0.445 -6.689 1.927 0.5 0.3 -0.1
O -0.810 -6.343 1.408 -0.8 0.0 -0.1
H 0.323 -7.480 2.668 0.0 0.0 -0.1
H 1.097 -7.014 1.116 0.2 -0.3 0.1
H 0.928 -5.839 2.408 0.1 0.0 0.2
H -0.796 -5.442 1.077 0.1 0.0 0.0
C 1.011 -7.503 -3.880 0.3 0.0 -0.1
O 0.395 -7.615 -5.175 0.4 -0.2 0.9
H 0.656 -6.605 -3.375 0.0 -0.1 -0.2
H 0.857 -8.364 -3.229 -0.6 -0.1 0.0
H 2.095 -7.487 -3.992 0.2 0.5 0.0
H 0.898 -8.334 -5.565 -0.3 -0.1 -0.5
C 0.862 -4.951 8.235 -0.7 0.7 -0.7
O 2.161 -4.870 8.737 0.7 -0.2 0.4
H 0.623 -3.984 7.792 -0.4 0.1 -0.2
H 0.792 -5.674 7.421 0.1 -0.2 0.3
H 0.121 -5.133 9.014 -0.1 -0.4 0.0
H 2.191 -4.015 9.173 0.4 -0.1 0.1
C 1.646 6.768 4.782 -0.8 0.7 -0.3
O 2.033 6.561 3.434 0.4 -0.5 -0.5
H 0.604 6.484 4.925 -0.1 -0.1 -0.2
H 2.211 6.196 5.518 0.4 0.3 -0.1
H 1.686 7.855 4.862 0.1 0.0 1.2
H 2.499 7.361 3.179 0.0 -0.2 -0.1
C 4.888 -2.683 -0.363 1.2 0.0 0.2
O 6.172 -3.351 -0.451 -0.7 -0.4 -0.1
H 4.300 -2.815 -1.271 0.0 0.2 -0.1
H 4.310 -3.068 0.476 0.3 0.0 0.0
H 5.210 -1.656 -0.187 -1.1 0.4 0.0
H 6.623 -2.875 -1.153 0.3 -0.2 0.0
C -6.613 -3.500 -1.573 -1.2 1.0 0.1
O -7.222 -3.496 -0.278 0.6 -0.2 0.2
H -6.865 -2.563 -2.070 0.0 0.3 -0.2
H -5.527 -3.477 -1.481 -0.2 -0.7 0.1
H -7.066 -4.261 -2.208 0.7 -0.5 0.0
H -8.158 -3.704 -0.329 0.1 0.0 -0.3
C -5.816 3.259 4.514 0.6 -0.5 -0.5
O -6.380 2.507 3.444 -0.4 0.0 0.3
H -5.177 4.034 4.089 -0.3 0.6 0.3
H -6.620 3.608 5.163 0.1 0.2 -0.3
H -5.136 2.660 5.121 -0.1 -0.3 0.2
H -5.681 2.242 2.841 0.1 0.0 0.1
C -3.118 6.472 -0.882 -0.6 -0.9 -0.4
O -1.740 6.622 -1.118 0.8 0.4 0.2
H -3.584 6.681 -1.844 -0.8 0.1 0.3
H -3.328 5.433 -0.628 0.2 -0.1 -0.1
H -3.522 7.052 -0.052 0.1 0.4 -0.1
H -1.681 7.425 -1.639 0.4 0.0 0.1
C 3.681 -0.332 -6.135 -0.2 0.9 -0.3
O 2.824 0.468 -5.320 0.0 -0.2 0.7
H 4.503 0.316 -6.437 0.2 -0.3 -0.5
H 4.119 -1.178 -5.605 -0.5 0.1 0.2
H 3.079 -0.647 -6.987 0.5 -0.4 -0.2
H 2.370 1.081 -5.903 0.0 -0.1 0.0
C 6.738 2.736 8.676 1.0 -0.4 1.3
O 6.920 1.317 8.926 -0.7 0.6 -0.9
H 6.534 3.184 9.649 -0.2 0.4 0.0
H 7.690 3.147 8.339 -0.1 0.2 -0.3
H 5.940 3.035 7.996 0.0 -0.9 -0.1
H 7.629 1.246 9.570 0.0 0.0 0.0
C -2.035 -2.807 -6.436 -1.0 -0.3 0.1
O -2.745 -3.951 -6.011 -0.2 -0.6 0.5
H -2.786 -2.018 -6.400 0.3 0.3 -0.2
H -1.240 -2.571 -5.728 0.3 0.1 -0.4
H -1.754 -2.999 -7.471 0.7 0.6 0.0
H -2.102 -4.625 -5.777 -0.1 -0.2 0.0
```
Forces are in eV/Å.

Calculated values
- HOMO level (eV) = -8.575
- ΔE to the lowest compared entry with this formula, charge and spin (kcal per mole) = 167.65
- total charge = 0
- orbital gap (eV) = 3.663



Entry 2:
The molecule C15H14N4OS2. Source: OMol25; level of theory: ωB97M-V with the def2-TZVPD basis set.

Geometry as XYZ:
```
36
Properties=species:S:1:pos:R:3:forces:R:3
C -4.641 -2.037 0.886 0.0 0.0 0.0
C -3.964 -0.776 0.444 0.0 0.1 -0.1
C -4.575 0.458 0.647 0.0 0.0 0.0
C -3.955 1.627 0.247 0.0 0.0 0.0
C -2.712 1.591 -0.362 0.1 -0.2 -0.1
C -2.090 0.365 -0.555 -0.6 0.1 0.3
N -0.824 0.294 -1.157 0.4 0.0 -0.3
C -0.426 -0.638 -2.078 0.1 -0.3 -0.3
C 0.878 -0.362 -2.369 -0.3 -0.2 0.1
N 1.296 0.708 -1.650 0.1 0.6 -0.1
C 0.270 1.081 -0.931 0.1 0.4 0.2
S 0.288 2.413 0.202 0.3 0.2 0.3
C 1.516 1.850 1.446 -0.5 0.1 -0.1
C 2.816 1.467 0.800 0.0 0.0 0.2
O 3.712 2.240 0.574 0.1 0.2 0.0
N 2.985 0.130 0.485 0.8 0.0 0.0
C 2.128 -0.924 0.588 0.0 -1.0 -0.2
N 0.994 -0.955 1.198 0.1 0.8 0.2
C 0.406 -2.173 1.112 0.1 -0.7 -0.3
C 1.095 -3.111 0.420 0.0 0.0 0.0
S 2.578 -2.453 -0.170 -0.3 0.4 0.4
C -2.718 -0.811 -0.159 0.1 0.1 0.0
H -4.690 -2.074 1.974 0.0 -0.1 0.1
H -5.661 -2.075 0.508 -0.1 -0.1 0.0
H -4.104 -2.915 0.536 0.0 -0.1 0.0
H -5.546 0.496 1.119 -0.1 0.0 0.1
H -4.442 2.577 0.403 0.0 0.1 0.0
H -2.232 2.499 -0.690 0.0 0.1 -0.1
H -1.098 -1.376 -2.464 -0.2 -0.1 -0.1
H 1.543 -0.859 -3.046 0.0 -0.2 -0.2
H 1.668 2.729 2.071 0.1 0.0 -0.1
H 1.072 1.027 2.002 0.1 0.2 0.0
H 3.839 -0.048 -0.032 -0.2 0.2 0.1
H -0.545 -2.311 1.594 -0.2 -0.1 0.1
H 0.836 -4.130 0.224 -0.1 -0.2 0.0
H -2.218 -1.756 -0.315 0.1 -0.1 0.0
```
Forces are in eV/Å.

Calculated values
- HOMO level (eV) = -8.473
- ΔE to the lowest compared entry with this formula, charge and spin (kcal per mole) = 6.10
- SMILES string = Cc1cccc(-n2ccnc2SCC(=O)Nc2nccs2)c1
- total charge = 0
- orbital gap (eV) = 9.019



Entry 3:
The molecule C5H5NO. Source: OMol25; level of theory: ωB97M-V with the def2-TZVPD basis set.

Geometry as XYZ:
```
12
Properties=species:S:1:pos:R:3:forces:R:3
N 0.690 -1.609 -2.208 -0.3 0.9 0.7
C 0.425 -0.672 -1.581 0.2 -0.7 -0.6
C 0.161 0.531 -0.816 0.1 -0.2 -0.1
C 1.003 0.731 0.413 0.1 0.0 0.0
C -0.458 0.420 0.572 -0.3 -0.1 0.1
C -1.042 -0.918 0.914 -0.6 0.1 0.1
O -2.221 -1.037 1.162 0.8 0.0 0.0
H -0.147 1.371 -1.411 0.1 0.2 -0.1
H 1.773 -0.013 0.605 -0.3 0.0 0.1
H 1.302 1.752 0.623 0.0 -0.1 0.1
H -1.108 1.250 0.859 0.2 -0.3 -0.2
H -0.378 -1.806 0.867 0.0 0.2 0.0
```
Forces are in eV/Å.

Calculated values
- HOMO level (eV) = -10.328
- ΔE to the lowest compared entry with this formula, charge and spin (kcal per mole) = 33.10
- SMILES string = N#C[C@@H]1C[C@@H]1C=O
- total charge = 0
- orbital gap (eV) = 11.033



Entry 4:
A structure of composition C3H8BrHfO3S. Source: OMol25; level of theory: ωB97M-V with the def2-TZVPD basis set.

Geometry as XYZ:
```
17
Properties=species:S:1:pos:R:3:forces:R:3
Hf -6.374 3.566 -0.285 2.2 -3.1 0.5
Br -4.732 1.332 0.052 -2.5 3.2 -0.5
O 0.625 0.342 2.361 0.0 -0.6 0.2
S 0.386 0.978 1.107 -0.2 2.3 1.0
O 0.251 2.413 1.009 0.2 -2.1 -0.4
O 1.490 0.471 0.034 0.2 -0.4 -0.4
C 1.893 -0.878 -0.013 -1.2 0.2 -1.3
C 1.896 -1.428 -1.394 0.5 0.5 0.5
C -1.127 0.159 0.415 -0.4 0.1 -1.2
H 1.348 -1.493 0.743 0.2 -0.1 0.5
H 2.924 -0.944 0.432 0.3 0.2 0.5
H 2.091 -0.627 -2.121 0.2 -0.2 -0.1
H 0.912 -1.815 -1.729 -0.2 -0.2 0.2
H 2.605 -2.256 -1.436 -0.1 -0.1 -0.3
H -1.169 0.493 -0.624 0.2 0.0 0.0
H -1.963 0.610 0.958 0.4 -0.1 0.5
H -1.057 -0.922 0.491 0.1 0.0 0.3
```
Forces are in eV/Å.

Calculated values
- HOMO level (eV) = -19.643
- ΔE to the lowest compared entry with this formula, charge and spin (kcal per mole) = 53.05
- total charge = +3
- orbital gap (eV) = 1.820



Entry 5:
A structure of composition C2H3Cl2PS. Source: OMol25; level of theory: ωB97M-V with the def2-TZVPD basis set.

Geometry as XYZ:
```
9
Properties=species:S:1:pos:R:3:forces:R:3
C -1.658 0.076 0.493 -3.6 0.6 -1.5
C -1.322 -0.534 -0.638 1.6 1.7 4.8
P 2.848 0.070 -0.532 0.2 1.4 -0.3
S 2.556 1.973 -0.490 0.2 -1.0 0.1
Cl 2.883 -0.689 1.374 0.1 0.0 0.4
Cl 0.278 -1.069 -0.752 0.8 -1.0 -0.7
H -2.686 0.506 0.737 1.2 -0.9 -1.0
H -1.016 0.330 1.244 2.1 0.1 1.8
H -1.885 -0.663 -1.437 -2.6 -0.8 -3.5
```
Forces are in eV/Å.

Calculated values
- HOMO level (eV) = -9.313
- ΔE to the lowest compared entry with this formula, charge and spin (kcal per mole) = 38.15
- total charge = 0
- orbital gap (eV) = 8.096



Entry 6:
A cluster of 2 separate species, C6H12N2 in total. Source: OMol25; level of theory: ωB97M-V with the def2-TZVPD basis set.

Geometry as XYZ:
```
20
Properties=species:S:1:pos:R:3:forces:R:3
C 1.876 1.842 -0.291 0.1 0.4 -0.1
C 1.436 0.632 -0.143 0.0 -0.4 0.1
C 0.991 -0.578 0.026 0.2 -0.2 0.1
C 0.697 -1.496 -1.128 0.1 0.2 -0.1
C 0.794 -1.162 1.399 0.1 0.2 0.0
H 2.929 2.065 -0.367 0.2 -0.1 0.0
H 1.209 2.690 -0.363 -0.2 0.1 0.0
H 1.539 -2.169 -1.297 0.0 -0.1 0.0
H -0.178 -2.104 -0.906 -0.1 -0.1 0.0
H 0.517 -0.928 -2.037 0.0 0.0 -0.1
H 1.127 -0.471 2.170 0.0 0.0 0.1
H -0.261 -1.388 1.560 -0.1 -0.1 0.0
H 1.355 -2.091 1.491 0.0 -0.1 0.0
H -2.504 -1.187 -1.254 0.3 0.3 -0.1
N -2.619 -0.488 -0.506 0.2 0.7 0.4
N -1.739 0.382 -0.610 -0.7 -1.2 -0.9
C -1.806 1.410 0.386 -0.1 0.3 0.6
H -1.826 2.366 -0.132 0.0 0.1 0.0
H -2.666 1.303 1.055 0.1 0.0 -0.1
H -0.870 1.372 0.948 -0.1 0.0 0.0
```
Forces are in eV/Å.

Calculated values
- HOMO level (eV) = -8.829
- ΔE to the lowest compared entry with this formula, charge and spin (kcal per mole) = 73.68
- SMILES string = C=C=C(C)C.[H]/N=N/C
- total charge = 0
- orbital gap (eV) = 9.803



- Among the records above, which one has the highest total charge?
  C3H8BrHfO3S



- orbital gap of number 6 (C6H12N2)?
  9.803 eV



Please write out number 3 again, unchanged.
The molecule C5H5NO. Source: OMol25; level of theory: ωB97M-V with the def2-TZVPD basis set.

Geometry as XYZ:
```
12
Properties=species:S:1:pos:R:3:forces:R:3
N 0.690 -1.609 -2.208 -0.3 0.9 0.7
C 0.425 -0.672 -1.581 0.2 -0.7 -0.6
C 0.161 0.531 -0.816 0.1 -0.2 -0.1
C 1.003 0.731 0.413 0.1 0.0 0.0
C -0.458 0.420 0.572 -0.3 -0.1 0.1
C -1.042 -0.918 0.914 -0.6 0.1 0.1
O -2.221 -1.037 1.162 0.8 0.0 0.0
H -0.147 1.371 -1.411 0.1 0.2 -0.1
H 1.773 -0.013 0.605 -0.3 0.0 0.1
H 1.302 1.752 0.623 0.0 -0.1 0.1
H -1.108 1.250 0.859 0.2 -0.3 -0.2
H -0.378 -1.806 0.867 0.0 0.2 0.0
```
Forces are in eV/Å.

Calculated values
- HOMO level (eV) = -10.328
- ΔE to the lowest compared entry with this formula, charge and spin (kcal per mole) = 33.10
- SMILES string = N#C[C@@H]1C[C@@H]1C=O
- total charge = 0
- orbital gap (eV) = 11.033